P.
This record from the OMol25 dataset describes C3H6N2OS in the gas phase. The level of theory is ωB97M-V/def2-TZVPD.

Summary:
Structure (SMILES): C/C=N\O/C=N\S
Multiplicity: 1
E_LUMO in Ha: 0.031

Atoms and positions in Å:
1 C -3.1533 0.1197 0.1207
2 C -2.0572 -0.9299 -0.0991
3 N -0.8292 -0.6600 -0.1406
4 O -0.6908 0.7758 0.0507
5 C 0.5941 1.2990 -0.0733
6 N 1.7551 0.8293 -0.0122
7 S 2.3529 -0.6428 0.0492
8 H -3.8085 0.3708 -0.7893
9 H -2.7863 1.0428 0.5198
10 H -3.7422 -0.3770 0.9035
11 H -2.2193 -2.0116 -0.3468
12 H 0.3942 2.4429 -0.3075
13 H 1.2595 -1.5063 0.2068



Q.
This record from the OMol25 dataset describes C3H6N2OS in the gas phase. The level of theory is ωB97M-V/def2-TZVPD.

Summary:
Structure (SMILES): CN1C=NSCO1
Multiplicity: 1
E_LUMO in Ha: 0.025

Atoms and positions in Å:
1 C -1.7310 -0.0165 -0.0052
2 N -0.4330 0.1159 -0.6881
3 C 0.3135 1.2134 -0.2115
4 N 1.5387 1.3462 -0.2959
5 S 2.5105 0.0153 -0.3507
6 C 1.3186 -1.1272 0.1881
7 O 0.1708 -1.0532 -0.8690
8 H -1.4356 0.2393 1.1954
9 H -2.4966 0.8792 -0.5847
10 H -2.0025 -1.1415 -0.3234
11 H -0.4497 2.1056 0.1351
12 H 1.8166 -2.0888 0.7342
13 H 0.8798 -0.4877 1.0757



Q: Which of them is the least stable? A: Q.



P.
This record from the OMol25 dataset describes C5H7ClN2 in the gas phase. The level of theory is ωB97M-V/def2-TZVPD.

Summary:
Multiplicity: 1
E_LUMO in Ha: -0.014

Atoms and positions in Å:
1 C 3.0252 0.4206 0.0156
2 C 1.7736 0.1927 0.5124
3 C 1.5923 0.6291 -1.5948
4 C -2.6393 -0.7268 1.1202
5 C -2.2054 -0.3936 -0.3128
6 N 2.8795 0.6621 -1.3152
7 N 0.8794 0.4809 -0.5009
8 Cl -1.0608 0.6307 -0.6068
9 H 4.0322 0.4420 0.5130
10 H 1.3768 0.0376 1.4882
11 H 1.1685 0.9132 -2.5318
12 H -3.7313 -0.5719 1.2321
13 H -2.3037 -1.6948 1.3240
14 H -2.1217 0.0851 1.6289
15 H -2.6654 -1.1069 -0.9721



Q.
This record from the OMol25 dataset describes a 2-piece molecular cluster, C5H7ClN2 overall. The level of theory is ωB97M-V/def2-TZVPD.

Summary:
Structure (SMILES): C=Cn1ccnc1.Cl
Multiplicity: 1
E_LUMO in Ha: 0.019

Atoms and positions in Å:
1 C -0.5824 1.9348 -0.6071
2 C -0.4573 0.6133 -0.6761
3 N 0.5788 -0.2445 -0.1761
4 C 1.9122 -0.1271 -0.4406
5 C 2.5488 -1.1552 0.2373
6 N 1.5841 -1.9121 0.8560
7 C 0.4670 -1.2621 0.7170
8 H -1.4245 2.4037 -1.0345
9 H 0.1866 2.5409 -0.2347
10 H -1.3005 -0.0004 -1.1369
11 H 2.2098 0.6030 -1.0631
12 H 3.5778 -1.5022 0.2358
13 H -0.5653 -1.5639 0.9251
14 Cl -4.8753 0.0169 0.7959
15 H -3.8599 -0.3450 1.6021



Q: Which of them is the least stable? A: P.